No. 1
C37H33N7O4PtS | ωB97M-V/def2-TZVPD

The total energy is -71607.9998 eV. The value obtained for the frontier orbital gap (spin up / spin down) is 5.21 / 5.80 eV. For the largest force on an atom, the calculation gives 2.67 eV/A. The molar mass is 866.9 Da.

CARTESIAN COORDINATES (ANGSTROEM)
Pt 0.54 -2.31 -0.89
S -0.61 -1.22 -3.12
O -0.94 -1.04 -1.65
O -0.95 -2.55 -3.58
O -4.45 2.07 2.85
O 0.74 -0.79 -3.40
N 1.26 -4.73 0.28
N -2.72 0.82 2.14
N -0.61 -3.94 -0.88
N -2.41 2.64 3.62
N 2.09 -1.06 -0.67
N -0.40 -1.89 1.55
N 1.73 -3.54 -0.05
C -0.48 2.90 2.12
C -4.96 2.78 -4.30
C 0.19 -0.89 3.62
C -2.52 -5.34 -1.17
C 5.10 -1.65 1.40
C -3.25 1.87 2.87
C 2.54 2.69 -2.43
C 1.27 1.16 -1.07
C -0.40 3.71 4.38
C -0.65 -6.16 0.08
C 1.49 4.04 2.92
C 3.78 -3.66 1.29
C 0.87 4.19 4.15
C 0.80 3.38 1.91
C 3.53 1.73 -2.60
C 2.88 4.57 2.70
C 3.10 -1.65 0.06
C 3.40 0.49 -2.00
C -1.81 -0.05 -3.75
C 1.42 2.40 -1.66
C -1.91 -6.35 -0.41
C -4.07 0.42 -4.36
C -1.83 -4.16 -1.37
C -3.05 -0.49 -4.16
C 4.88 -2.97 1.77
C 0.02 -4.94 -0.16
C -1.10 3.06 3.36
C -3.85 1.78 -4.12
C -1.39 -1.02 1.44
C 2.88 -3.01 0.44
C 4.23 -0.99 0.56
C 0.38 -1.83 2.62
C 2.27 0.18 -1.24
C -1.64 -0.01 2.38
C -0.84 0.03 3.52
C -1.57 1.29 -3.52
C -2.59 2.20 -3.71
H -3.39 0.46 1.47
H 3.10 4.64 1.64
H -2.25 -3.35 -1.96
H 5.95 -1.12 1.80
H 1.25 3.26 0.94
H 0.83 -0.90 4.49
H 2.97 5.56 3.15
H -0.59 1.58 -3.18
H -2.92 3.24 4.26
H 0.41 0.91 -0.48
H -0.87 3.84 5.34
H -2.00 -1.10 0.55
H -1.01 2.42 1.31
H 3.59 -4.69 1.57
H -4.77 3.38 -5.18
H 3.61 3.92 3.17
H -5.04 0.08 -4.67
H 4.15 -0.27 -2.15
H -3.19 -1.55 -4.31
H 5.57 -3.46 2.44
H 0.66 3.15 -1.52
H -2.42 3.25 -3.53
H 2.63 3.65 -2.91
H 4.39 1.95 -3.20
H 4.39 0.06 0.33
H -2.45 -7.26 -0.21
H -5.92 2.28 -4.42
H -5.02 3.44 -3.44
H -1.01 0.73 4.31
H -0.13 -6.92 0.64
H 1.17 -2.56 2.68
H 1.39 4.71 4.95
H -3.49 -5.48 -1.60

Atom-resolved charges from Löwdin, all expressed in e:
1. Pt 1.264
2. S 0.457
3. O -0.480
4. O -0.332
5. O 0.076
6. O -0.304
7. N 0.103
8. N 0.137
9. N -0.053
10. N 0.132
11. N -0.065
12. N 0.027
13. N -0.145
14. C -0.015
15. C -0.052
16. C -0.039
17. C -0.040
18. C -0.066
19. C -0.528
20. C -0.084
21. C -0.044
22. C -0.026
23. C -0.001
24. C -0.280
25. C -0.014
26. C -0.044
27. C -0.022
28. C -0.073
29. C -0.050
30. C -0.205
31. C -0.031
32. C -0.261
33. C -0.113
34. C -0.059
35. C -0.034
36. C -0.110
37. C -0.051
38. C -0.085
39. C -0.319
40. C -0.269
41. C -0.275
42. C -0.091
43. C -0.228
44. C -0.009
45. C -0.143
46. C -0.310
47. C -0.219
48. C -0.001
49. C -0.047
50. C -0.029
51. H 0.157
52. H 0.075
53. H 0.100
54. H 0.106
55. H 0.090
56. H 0.106
57. H 0.078
58. H 0.094
59. H 0.156
60. H 0.103
61. H 0.113
62. H 0.104
63. H 0.110
64. H 0.109
65. H 0.084
66. H 0.083
67. H 0.110
68. H 0.122
69. H 0.111
70. H 0.101
71. H 0.106
72. H 0.114
73. H 0.099
74. H 0.104
75. H 0.112
76. H 0.109
77. H 0.073
78. H 0.080
79. H 0.109
80. H 0.111
81. H 0.100
82. H 0.114
83. H 0.105

***

No. 2
C37H34AsClN5O6OsP | ωB97M-V/def2-TZVPD

The total energy is -143760.0562 eV. As for the total charge: +2. The value obtained for the frontier orbital gap is 5.86 eV. For the largest force on an atom, the calculation gives 0.39 eV/A. The molar mass is 976.3 Da.

CARTESIAN COORDINATES (ANGSTROEM)
Os 0.05 0.20 -0.96
As -0.13 0.22 1.50
Cl 5.84 0.50 0.20
P -2.22 0.08 -1.56
O 0.76 -1.88 -3.02
O 5.38 3.38 0.94
O 1.17 3.98 -0.70
O -0.01 -2.10 -0.86
O 3.61 4.56 0.35
O 0.11 2.09 -1.25
N -4.20 -1.49 -2.54
N -3.89 0.68 -3.62
N 3.35 0.03 -0.56
N 2.17 0.63 -0.79
N -4.89 0.54 -1.39
C -1.37 -1.01 2.25
C -3.18 -2.79 3.34
C 3.62 -0.28 3.43
C 3.89 1.06 3.69
C -3.37 -1.42 3.50
C 2.44 -0.64 2.79
C -2.08 -3.27 2.64
C -0.53 4.72 2.53
C 1.18 2.78 -0.82
C 3.62 -1.35 -0.92
C 2.96 2.04 3.37
C 0.62 3.98 2.76
C 3.09 -2.38 -0.17
C 1.55 0.35 2.42
C -4.86 1.24 -2.68
C -2.52 0.91 -3.19
C -3.67 0.76 -0.63
C -4.18 -0.74 -3.80
C 4.27 0.94 -0.16
C 3.42 -3.69 -0.50
C -1.67 2.77 1.70
C -1.68 4.12 2.02
C -1.17 -2.38 2.08
C 0.64 2.62 2.46
C 0.38 -1.50 -1.86
C -2.46 -0.52 2.96
C 3.66 2.19 -0.11
C -5.16 -0.88 -1.62
C 0.81 -3.33 -3.31
C -0.51 2.04 1.93
C 4.78 -2.90 -2.31
C 4.45 -1.59 -2.00
C 2.35 1.93 -0.54
C 4.30 3.44 0.42
C 4.28 -3.95 -1.56
C -2.87 -1.60 -1.95
C 1.77 1.69 2.75
H -2.57 4.70 1.86
H 2.75 4.47 -0.11
H -4.22 -1.05 4.06
H -2.20 -2.11 -2.65
H -5.15 -1.41 -0.67
H -4.63 2.30 -2.51
H 4.85 -0.76 -2.57
H -0.54 5.77 2.77
H 0.54 -3.42 -4.35
H -5.17 -0.84 -4.26
H 1.49 4.46 3.19
H 3.03 -4.51 0.10
H 2.23 -1.69 2.62
H 0.12 -3.85 -2.66
H -1.83 0.51 -3.94
H -0.32 -2.76 1.52
H -2.59 0.54 3.11
H 5.45 -3.09 -3.14
H -6.15 -0.97 -2.06
H -5.85 1.17 -3.12
H -3.88 -3.48 3.77
H 1.84 -3.65 -3.13
H -2.55 2.30 1.31
H 4.56 -4.96 -1.79
H -1.93 -4.33 2.52
H 4.33 -1.04 3.73
H 3.16 3.08 3.62
H -3.53 1.83 -0.48
H -3.45 -1.18 -4.47
H 2.44 -2.18 0.67
H 4.82 1.34 4.16
H -2.32 1.98 -3.10
H -3.74 0.27 0.35
H -2.92 -2.20 -1.04

Atom-resolved charges from Löwdin, all expressed in e:
1. Os 1.163
2. As 1.348
3. Cl 0.911
4. P 0.929
5. O 0.007
6. O 0.125
7. O 0.176
8. O -0.041
9. O 0.158
10. O -0.218
11. N -0.138
12. N -0.138
13. N -0.028
14. N 0.001
15. N -0.135
16. C -0.365
17. C -0.041
18. C -0.045
19. C -0.023
20. C -0.047
21. C -0.083
22. C -0.050
23. C -0.017
24. C -0.480
25. C -0.222
26. C 0.007
27. C 0.012
28. C -0.024
29. C -0.283
30. C -0.158
31. C -0.276
32. C -0.286
33. C -0.161
34. C -0.565
35. C -0.050
36. C -0.076
37. C -0.032
38. C -0.108
39. C -0.192
40. C -0.655
41. C -0.094
42. C -0.023
43. C -0.161
44. C 0.064
45. C -0.307
46. C -0.041
47. C -0.014
48. C -0.149
49. C -0.490
50. C -0.056
51. C -0.280
52. C -0.194
53. H 0.122
54. H 0.075
55. H 0.121
56. H 0.093
57. H 0.134
58. H 0.137
59. H 0.130
60. H 0.126
61. H 0.111
62. H 0.140
63. H 0.126
64. H 0.120
65. H 0.099
66. H 0.106
67. H 0.103
68. H 0.090
69. H 0.102
70. H 0.123
71. H 0.139
72. H 0.140
73. H 0.121
74. H 0.091
75. H 0.081
76. H 0.121
77. H 0.119
78. H 0.121
79. H 0.128
80. H 0.088
81. H 0.134
82. H 0.082
83. H 0.128
84. H 0.104
85. H 0.091
86. H 0.103